Record 1
Computed, not measured: a 3-piece molecular cluster, C4H5NO overall in a non-equilibrium geometry, with ωB97M-V/def2-TZVPD.

charge	0
spin multiplicity	1
highest occupied orbital energy	-10.7	eV
calculated total energy	-285.3323	Eh
energy above the lowest of the compared OMol25 structures with the same formula, charge and spin	216.12	kJ/mol
frontier orbital gap	11.03	eV
maximum force	0.02714	hartree/bohr
lowest unoccupied orbital energy	0.3385	eV

Last column: Mulliken charge in e.
Cartesian coordinates (Å):
C -1.467 0.211 1.959  -0.738
C -0.476 0.084 1.078  -0.003
C 2.669 -0.270 -1.146  0.108
O 2.258 -0.975 -0.354  -0.124
C -0.476 0.773 -0.185  0.279
N -0.450 1.316 -1.208  -0.371
H -2.327 0.845 1.765  0.286
H 0.361 -0.983 -3.479  0.193
H -1.436 -0.324 2.903  0.262
H 0.385 -0.551 1.265  0.309
H 0.504 -0.363 -3.094  -0.202


Record 2
Computed, not measured: C4H4FeO5 as an isolated structure in a non-equilibrium geometry, with ωB97M-V/def2-TZVPD.

charge	-1
spin multiplicity	6
highest occupied orbital energy (spin up / spin down)	-2.9 / -3.7	eV
calculated total energy	-1794.6752	Eh
energy above the lowest of the compared OMol25 structures with the same formula, charge and spin	84.51	kJ/mol
frontier orbital gap (spin up / spin down)	5.77 / 5.87	eV
maximum force	0.06960	hartree/bohr
lowest unoccupied orbital energy (spin up / spin down)	2.8807 / 2.1384	eV

Last column: Mulliken spin population.
Cartesian coordinates (Å):
O -2.832 -0.753 0.281  0.003
C -1.771 -1.404 0.288  0.007
O -1.593 -2.615 0.005  0.002
O -0.590 -0.701 0.352  0.028
C 0.122 -0.339 -0.864  0.117
H -0.424 -0.705 -1.748  -0.056
C 0.130 1.182 -0.942  -0.019
H -0.892 1.598 -0.872  0.003
H 0.746 1.635 -0.148  0.001
H 0.600 1.492 -1.890  0.009
C 1.507 0.643 2.058  0.027
O 2.270 -0.015 1.475  -0.023
O 0.761 1.282 2.664  0.000
Fe 1.965 -1.301 -0.659  4.901


Record 3
Computed, not measured: a 2-piece molecular cluster, CBr2ClNP overall in a non-equilibrium geometry, with ωB97M-V/def2-TZVPD.

charge	+1
spin multiplicity	1
highest occupied orbital energy (spin up / spin down)	-16.2 / -16.2	eV
calculated total energy	-6042.0269	Eh
energy above the lowest of the compared OMol25 structures with the same formula, charge and spin	219.85	kJ/mol
frontier orbital gap (spin up / spin down)	6.56 / 6.54	eV
maximum force	0.06408	hartree/bohr
lowest unoccupied orbital energy (spin up / spin down)	-9.6740 / -9.6691	eV

Last column: Mulliken charge in e.
Cartesian coordinates (Å):
C -1.288 -0.375 0.356  0.294
N -2.191 -0.868 0.838  -0.075
P 0.393 0.095 -0.025  0.431
Cl 0.230 2.009 -2.312  0.023
Br 1.468 -1.777 -0.610  0.159
Br 1.389 0.915 1.753  0.168


Record 4
Computed, not measured: a 3-piece molecular cluster, C3H13NO2S overall in a non-equilibrium geometry, with ωB97M-V/def2-TZVPD.

structure (SMILES)	CNCCS.O.O
charge	0
spin multiplicity	1
highest occupied orbital energy	-8.8	eV
calculated total energy	-725.4823	Eh
energy above the lowest of the compared OMol25 structures with the same formula, charge and spin	102.72	kJ/mol
frontier orbital gap	9.38	eV
maximum force	0.02723	hartree/bohr
lowest unoccupied orbital energy	0.5874	eV

Last column: Mulliken charge in e.
Cartesian coordinates (Å):
C 0.614 -1.815 0.075  -1.032
N -0.187 -0.612 0.106  -0.146
C 0.344 0.716 0.100  -0.708
C -0.522 1.606 1.018  -0.528
S -0.343 3.376 0.760  -0.245
H -0.092 -2.639 0.123  0.370
H 1.268 -1.798 0.946  0.321
H 1.279 -1.876 -0.789  0.307
H -0.986 -0.701 -0.502  0.201
H 1.343 0.776 0.543  0.373
H 0.524 1.061 -0.928  0.319
H -1.539 1.338 0.892  0.377
H -0.205 1.287 2.002  0.314
H 0.713 3.310 -0.060  0.105
H -0.704 1.422 -4.898  0.315
H 0.583 0.784 -4.361  0.316
O -0.373 0.791 -4.253  -0.631
H -1.196 -1.986 3.431  0.314
H 0.065 -2.348 2.589  0.319
O -0.586 -2.692 3.207  -0.661


Record 5
Computed, not measured: a 2-piece molecular cluster, C2HCl5OS overall in a non-equilibrium geometry, with ωB97M-V/def2-TZVPD.

charge	0
spin multiplicity	1
highest occupied orbital energy (spin up / spin down)	-7.6 / -9.6	eV
calculated total energy	-2851.0678	Eh
energy above the lowest of the compared OMol25 structures with the same formula, charge and spin	145.96	kJ/mol
frontier orbital gap (spin up / spin down)	5.90 / 9.62	eV
maximum force	0.04257	hartree/bohr
lowest unoccupied orbital energy (spin up / spin down)	-1.7477 / -0.0032	eV

Last column: Mulliken charge in e.
Cartesian coordinates (Å):
C 0.046 -0.208 0.034  -0.117
C 3.451 -1.785 2.599  0.374
O 1.625 -0.129 2.189  -0.259
S 0.994 0.847 1.239  0.219
Cl 0.930 -0.792 -1.369  -0.094
Cl -0.610 -1.581 0.979  -0.119
Cl 2.397 -1.910 3.898  -0.107
Cl 3.243 -2.779 1.312  -0.100
Cl 4.548 -0.445 2.586  -0.128
H -0.802 0.409 -0.064  0.330


Record 6
Computed, not measured: a 10-piece molecular cluster, C6H30O10 overall in a non-equilibrium geometry, with ωB97M-V/def2-TZVPD.

structure (SMILES)	C=C(C)CCCO.O.O.O.O.O.O.O.O.O
charge	0
spin multiplicity	1
highest occupied orbital energy	-9.5	eV
calculated total energy	-998.8013	Eh
energy above the lowest of the compared OMol25 structures with the same formula, charge and spin	578.28	kJ/mol
frontier orbital gap	9.56	eV
maximum force	0.18325	hartree/bohr
lowest unoccupied orbital energy	0.0555	eV

Last column: Mulliken charge in e.
Cartesian coordinates (Å):
C 1.237 1.574 -1.359  -0.442
O 2.608 1.438 -0.729  -0.543
C 0.246 1.604 -0.199  0.749
C 0.167 0.106 0.153  -0.012
C -1.161 -0.238 0.812  1.181
C -1.243 -1.271 1.611  -1.116
C -2.252 0.796 0.855  -1.843
H 1.360 2.627 -1.725  0.362
H 0.922 0.841 -2.097  0.291
H 2.687 0.672 -0.378  0.265
H -0.776 1.923 -0.610  0.155
H 0.554 2.116 0.688  -0.307
H 1.122 -0.172 0.791  -0.237
H 0.284 -0.698 -0.560  0.357
H -0.463 -2.015 1.590  -0.103
H -2.139 -1.721 1.936  0.433
H -1.916 1.744 1.288  0.279
H -2.707 0.945 0.016  0.440
H -2.909 0.496 1.666  0.485
H 0.122 -2.577 -3.289  0.323
H -0.283 -1.671 -4.296  0.291
O 0.557 -2.048 -3.909  -0.608
H 1.338 -4.170 1.547  0.212
H 1.490 -2.577 1.662  0.371
O 1.219 -3.395 1.114  -0.593
H -0.159 4.131 2.220  0.321
H 0.775 3.391 1.356  0.185
O 0.755 4.119 1.905  -0.675
H 2.938 -0.726 2.860  0.389
H 1.672 -0.420 2.591  0.139
O 2.138 -1.262 2.633  -0.681
H -1.551 0.042 -2.165  0.269
H -1.889 0.156 -3.585  0.299
O -1.502 0.765 -2.891  -0.630
H -2.226 -2.661 -1.216  0.211
H -0.943 -3.289 -1.683  0.319
O -1.525 -2.597 -1.743  -0.540
H 1.298 -3.639 -0.946  0.356
H 0.140 -3.897 -0.154  0.468
O 0.433 -4.259 -1.120  -0.818
H 1.132 2.218 4.220  0.287
H 2.382 2.251 3.476  0.298
O 1.608 1.747 3.505  -0.585
H -1.323 3.724 -1.644  0.271
H -2.149 2.582 -2.410  0.340
O -2.069 3.296 -1.788  -0.612